Run w
DFT (the ωB97M-V functional and the def2-TZVPD basis) results for a single C22H24N4O6 molecule.

Computed properties:
Net charge ... 0
Gap between HOMO and LUMO ... 6.64 eV
M ... 440.5 g mol⁻¹

Bonds (Å) are listed after each position.
CARTESIAN COORDINATES (ANGSTROEM)
1 N 7.181 0.514 0.537  C2 1.073
2 C 6.175 0.352 0.200  N1 1.073, C3 1.402
3 C 4.817 0.220 -0.120  C2 1.402, N4 1.310, C30 1.550
4 N 3.942 1.124 -0.483  C3 1.310, C5 1.406
5 C 2.657 0.740 -0.903  N4 1.406, C6 1.388, H33 1.280
6 C 2.021 -0.469 -0.658  C5 1.388, C7 1.433, N29 1.386
7 C 0.639 -0.484 -1.037  C6 1.433, C8 1.633, C12 1.422
8 C 0.096 -1.965 -0.617  C7 1.633, C9 1.396, H34 1.204
9 C -1.163 -2.245 -1.152  C8 1.396, C10 1.383, H35 1.191
10 C -1.955 -1.198 -1.588  C9 1.383, C11 1.235, O28 1.303
11 C -1.416 -0.201 -2.080  C10 1.235, C12 1.350, O13 1.404
12 C -0.224 0.361 -1.788  C7 1.422, C11 1.350, H36 1.013
13 O -2.317 0.854 -2.300  C11 1.404, C14 1.638
14 C -1.923 2.389 -2.715  O13 1.638, C15 1.381, H37 1.207, H38 1.103
15 C -1.867 2.901 -1.434  C14 1.381, O16 1.415, H39 1.120, H40 1.041
16 O -0.486 3.073 -1.179  C15 1.415, C17 1.519
17 C -0.190 3.733 0.156  O16 1.519, C18 1.440, H41 1.293, H42 0.944
18 C -0.321 2.737 1.188  C17 1.440, O19 1.459, H43 0.976, H44 1.280
19 O -1.653 2.362 1.653  C18 1.459, C20 1.295
20 C -1.905 2.375 2.923  O19 1.295, C21 1.851, H45 1.009, H46 1.232
21 C -1.434 0.692 3.534  C20 1.851, O22 1.205, H47 1.124, H48 1.135
22 O -2.257 -0.171 3.361  C21 1.205, C23 1.598
23 C -2.445 -0.520 1.813  O22 1.598, C24 1.629, H49 1.249, H50 0.954
24 C -3.226 -1.897 2.195  C23 1.629, O25 1.343, H51 1.180, H52 1.201
25 O -3.448 -2.570 1.054  C24 1.343, C26 1.497
26 C -4.436 -2.231 -0.019  O25 1.497, C27 1.330, H53 1.025, H54 1.138
27 C -4.066 -2.454 -1.277  C26 1.330, O28 1.605, H55 1.071, H56 1.256
28 O -3.174 -1.348 -2.023  C10 1.303, C27 1.605
29 N 2.749 -1.525 -0.133  C6 1.386, C30 1.386
30 C 4.082 -1.145 -0.113  C3 1.550, N29 1.386, C31 1.409
31 C 4.849 -2.227 0.361  C30 1.409, N32 1.280
32 N 5.610 -3.153 0.811  C31 1.280
33 H 2.090 1.883 -0.802  C5 1.280
34 H 0.832 -2.827 -0.211  C8 1.204
35 H -1.582 -3.244 -0.659  C9 1.191
36 H 0.394 1.162 -1.829  C12 1.013
37 H -1.009 2.296 -3.498  C14 1.207
38 H -2.807 2.631 -3.329  C14 1.103
39 H -2.413 2.522 -0.532  C15 1.120
40 H -2.270 3.858 -1.357  C15 1.041
41 H -1.044 4.593 0.607  C17 1.293
42 H 0.707 4.027 0.144  C17 0.944
43 H 0.193 2.954 1.988  C18 0.976
44 H 0.076 1.552 0.906  C18 1.280
45 H -1.574 2.999 3.642  C20 1.009
46 H -3.134 2.321 2.985  C20 1.232
47 H -1.182 0.920 4.606  C21 1.124
48 H -0.381 0.518 3.148  C21 1.135
49 H -1.313 -1.029 1.670  C23 1.249
50 H -2.928 0.122 1.298  C23 0.954
51 H -2.733 -2.644 2.965  C24 1.180
52 H -4.336 -1.760 2.633  C24 1.201
53 H -5.283 -2.720 0.287  C26 1.025
54 H -4.545 -1.109 0.139  C26 1.138
55 H -4.764 -2.462 -2.090  C27 1.071
56 H -3.464 -3.552 -1.377  C27 1.256

These are the natural (NBO) partial charges, in e, on atoms 1 to 8: atom 1 (N): -0.218, atom 2 (C): 0.236, atom 3 (C): 0.071, atom 4 (N): -0.331, atom 5 (C): -0.045, atom 6 (C): 0.140, atom 7 (C): -0.095, atom 8 (C): -0.194

=====

Run x
DFT (the ωB97M-V functional and the def2-TZVPD basis) results for a single C22H24N4O6 molecule.

Computed properties:
Net charge ... 0
Gap between HOMO and LUMO ... 8.69 eV
M ... 440.5 g mol⁻¹

Bonds (Å) are listed after each position.
CARTESIAN COORDINATES (ANGSTROEM)
1 C 0.921 -0.767 -4.786  O2 1.414, H33 1.091, H34 1.092, H35 1.091
2 O 1.400 -0.624 -3.463  C1 1.414, C3 1.362
3 C 0.753 0.156 -2.553  O2 1.362, C4 1.395, C30 1.401
4 C 1.411 0.243 -1.326  C3 1.395, C5 1.383, H36 1.077
5 C 0.880 0.999 -0.297  C4 1.383, C6 1.445, C26 1.392
6 C 1.510 1.052 1.003  C5 1.445, N7 1.309, N25 1.371
7 N 2.460 0.251 1.413  C6 1.309, O8 1.366
8 O 2.677 0.593 2.717  N7 1.366, C9 1.343
9 C 1.832 1.598 2.998  O8 1.343, C10 1.481, N25 1.292
10 C 1.794 2.155 4.369  C9 1.481, C11 1.534, H37 1.092, H38 1.092
11 C 0.404 1.993 4.997  C10 1.534, C12 1.533, H39 1.091, H40 1.091
12 C -0.061 0.532 5.016  C11 1.533, C13 1.525, H41 1.092, H42 1.091
13 C -0.649 0.153 3.660  C12 1.525, O14 1.209, N15 1.365
14 O -1.577 0.763 3.182  C13 1.209
15 N -0.046 -0.922 3.073  C13 1.365, C16 1.399, H43 1.012
16 C -0.250 -1.430 1.786  N15 1.399, C17 1.395, C24 1.392
17 C 0.680 -2.350 1.303  C16 1.395, C18 1.377, H44 1.081
18 C 0.580 -2.839 0.019  C17 1.377, C19 1.393, H45 1.079
19 C -0.460 -2.427 -0.811  C18 1.393, C20 1.486, C23 1.392
20 C -0.605 -2.885 -2.217  C19 1.486, N21 1.358, O22 1.218
21 N 0.509 -3.418 -2.783  C20 1.358, H46 1.004, H47 1.008
22 O -1.657 -2.812 -2.827  C20 1.218
23 C -1.416 -1.553 -0.302  C19 1.392, C24 1.379, H48 1.079
24 C -1.318 -1.051 0.979  C16 1.392, C23 1.379, H49 1.076
25 N 1.102 1.921 1.982  C6 1.371, C9 1.292
26 C -0.313 1.693 -0.475  C5 1.392, C27 1.383, H50 1.076
27 C -0.982 1.609 -1.682  C26 1.383, O28 1.361, C30 1.413
28 O -2.153 2.254 -1.939  C27 1.361, C29 1.409
29 C -2.719 3.043 -0.918  O28 1.409, H51 1.094, H52 1.089, H53 1.094
30 C -0.462 0.829 -2.739  C3 1.401, C27 1.413, O31 1.376
31 O -1.111 0.783 -3.951  C30 1.376, C32 1.422
32 C -2.410 0.203 -3.954  O31 1.422, H54 1.089, H55 1.090, H56 1.095
33 H 0.804 0.200 -5.277  C1 1.091
34 H -0.029 -1.304 -4.818  C1 1.092
35 H 1.688 -1.348 -5.300  C1 1.091
36 H 2.336 -0.291 -1.190  C4 1.077
37 H 2.550 1.641 4.965  C10 1.092
38 H 2.042 3.217 4.323  C10 1.092
39 H -0.321 2.574 4.426  C11 1.091
40 H 0.441 2.383 6.015  C11 1.091
41 H -0.868 0.430 5.745  C12 1.092
42 H 0.756 -0.130 5.307  C12 1.091
43 H 0.750 -1.326 3.549  N15 1.012
44 H 1.498 -2.666 1.935  C17 1.081
45 H 1.309 -3.559 -0.323  C18 1.079
46 H 1.418 -3.203 -2.415  N21 1.004
47 H 0.455 -3.645 -3.764  N21 1.008
48 H -2.240 -1.265 -0.937  C23 1.079
49 H -2.051 -0.358 1.355  C24 1.076
50 H -0.692 2.269 0.351  C26 1.076
51 H -2.059 3.870 -0.641  C29 1.094
52 H -3.641 3.442 -1.338  C29 1.089
53 H -2.948 2.448 -0.030  C29 1.094
54 H -2.737 0.241 -4.991  C32 1.089
55 H -3.104 0.767 -3.331  C32 1.090
56 H -2.372 -0.839 -3.618  C32 1.095

These are the natural (NBO) partial charges, in e, on atoms 1 to 8: atom 1 (C): -0.244, atom 2 (O): -0.508, atom 3 (C): 0.281, atom 4 (C): -0.256, atom 5 (C): -0.013, atom 6 (C): 0.295, atom 7 (N): -0.162, atom 8 (O): -0.292

=====

Of them, the most stable is run x and the least stable is run w.

=====

Run w
DFT (the ωB97M-V functional and the def2-TZVPD basis) results for an isolated ion of composition C3H7BrN3 and charge +1.

Computed properties:
Net charge ... +1
Gap between HOMO and LUMO ... 9.68 eV
M ... 165.0 g mol⁻¹

Bonds (Å) are listed after each position.
CARTESIAN COORDINATES (ANGSTROEM)
1 C 0.194 -0.921 0.088  C3 1.481, N4 1.309, N5 1.343
2 C -0.274 1.708 -0.011  N6 1.451, H8 1.037, H9 1.067
3 C 1.002 0.070 -0.658  C1 1.481, Br7 1.954, H10 1.153
4 N -0.954 -0.595 0.625  C1 1.309, N6 1.502
5 N 0.444 -2.239 0.019  C1 1.343, H11 1.029, H12 1.011
6 N -1.326 0.855 0.510  C2 1.451, N4 1.502, H13 1.056, H14 0.984
7 Br 2.845 0.381 -0.089  C3 1.954
8 H 0.628 1.939 0.445  C2 1.037
9 H -0.699 2.362 -0.739  C2 1.067
10 H 0.919 -0.055 -1.801  C3 1.153
11 H 1.329 -2.594 -0.364  N5 1.029
12 H -0.204 -2.847 0.502  N5 1.011
13 H -1.722 1.145 1.445  N6 1.056
14 H -2.182 0.793 0.029  N6 0.984

These are the natural (NBO) partial charges, in e, on atoms 1 to 8: atom 1 (C): 0.353, atom 2 (C): -0.201, atom 3 (C): -0.321, atom 4 (N): -0.346, atom 5 (N): -0.740, atom 6 (N): -0.409, atom 7 (Br): 0.150, atom 8 (H): 0.254

=====

Run x
DFT (the ωB97M-V functional and the def2-TZVPD basis) results for a 2-piece molecular cluster, C3H7BrN3 overall.

Computed properties:
Net charge ... +1
Gap between HOMO and LUMO (alpha / beta) ... 7.50 / 7.88 eV
M ... 165.0 g mol⁻¹

Bonds (Å) are listed after each position.
CARTESIAN COORDINATES (ANGSTROEM)
1 C 0.518 -1.019 0.591  C2 1.413, C3 1.348, H8 1.058
2 C 1.138 0.201 0.939  C1 1.413, N6 1.403, H9 1.099
3 C -0.323 -1.596 -0.291  C1 1.348, N5 1.242
4 N 1.515 1.832 -0.914  N6 1.313, H10 1.026
5 N -0.854 -2.219 -1.224  C3 1.242, H11 1.004, H12 1.016
6 N 1.321 1.451 0.327  C2 1.403, N4 1.313, H14 0.966
7 Br -2.845 0.581 0.346  H13 1.333
8 H 0.580 -1.674 1.420  C1 1.058
9 H 1.339 0.319 2.013  C2 1.099
10 H 1.531 2.857 -0.959  N4 1.026
11 H -0.328 -2.524 -2.024  N5 1.004
12 H -1.856 -2.252 -1.393  N5 1.016
13 H -3.143 1.872 0.201  Br7 1.333
14 H 1.407 2.172 0.965  N6 0.966

These are the natural (NBO) partial charges, in e, on atoms 1 to 8: atom 1 (C): -0.271, atom 2 (C): -0.146, atom 3 (C): 0.433, atom 4 (N): -0.348, atom 5 (N): -0.628, atom 6 (N): -0.170, atom 7 (Br): -0.200, atom 8 (H): 0.294

=====

Of them, the most stable is run w and the least stable is run x.

=====

Run w
DFT (the ωB97M-V functional and the def2-TZVPD basis) results for a 2-piece molecular cluster, C3H7BrN3 overall.

Computed properties:
Net charge ... +1
Gap between HOMO and LUMO ... 9.92 eV
M ... 165.0 g mol⁻¹

Bonds (Å) are listed after each position.
CARTESIAN COORDINATES (ANGSTROEM)
1 C 1.262 1.124 0.038  N4 1.172, N5 1.284
2 C -1.523 -1.541 -1.153  C3 1.330, H8 1.045, H9 1.159
3 C -2.369 -1.110 -0.220  C2 1.330, Br7 1.875, H10 1.109
4 N 1.768 0.959 1.083  C1 1.172, N6 1.264
5 N 0.662 1.362 -1.072  C1 1.284, H11 1.063, H12 1.103
6 N 2.300 0.358 2.059  N4 1.264, H13 0.983, H14 1.001
7 Br -1.878 0.542 0.518  C3 1.875
8 H -0.681 -1.023 -1.488  C2 1.045
9 H -1.694 -2.610 -1.567  C2 1.159
10 H -3.428 -1.410 -0.092  C3 1.109
11 H -0.400 1.395 -1.022  N5 1.063
12 H 1.303 1.538 -1.953  N5 1.103
13 H 2.663 1.011 2.699  N6 0.983
14 H 2.016 -0.595 2.172  N6 1.001

These are the natural (NBO) partial charges, in e, on atoms 1 to 8: atom 1 (C): 0.624, atom 2 (C): -0.377, atom 3 (C): -0.282, atom 4 (N): -0.102, atom 5 (N): -0.806, atom 6 (N): -0.552, atom 7 (Br): 0.026, atom 8 (H): 0.192

=====

Run x
DFT (the ωB97M-V functional and the def2-TZVPD basis) results for an isolated ion of composition C3H7BrN3 and charge +1.

Computed properties:
Net charge ... +1
Gap between HOMO and LUMO (alpha / beta) ... 7.88 / 8.77 eV
M ... 165.0 g mol⁻¹

Bonds (Å) are listed after each position.
CARTESIAN COORDINATES (ANGSTROEM)
1 C 0.484 -0.894 0.122  C3 1.514, N4 1.312, N5 1.324
2 C -1.005 1.574 -0.247  N6 1.401, H8 1.108, H9 1.123
3 C 0.490 -0.242 -1.245  C1 1.514, Br7 1.851, H10 1.095
4 N -0.373 -0.432 1.001  C1 1.312, N6 1.450
5 N 1.079 -2.056 0.340  C1 1.324, H11 0.974, H12 1.056
6 N -0.849 0.937 0.991  C2 1.401, N4 1.450, H13 1.004, H14 1.054
7 Br 1.957 0.719 -1.837  C3 1.851
8 H -0.201 2.169 -0.725  C2 1.108
9 H -2.055 1.329 -0.559  C2 1.123
10 H -0.227 -0.514 -2.026  C3 1.095
11 H 1.665 -2.384 -0.367  N5 0.974
12 H 1.068 -2.592 1.249  N5 1.056
13 H -0.333 1.441 1.689  N6 1.004
14 H -1.700 0.945 1.614  N6 1.054

These are the natural (NBO) partial charges, in e, on atoms 1 to 8: atom 1 (C): 0.380, atom 2 (C): -0.195, atom 3 (C): -0.331, atom 4 (N): -0.385, atom 5 (N): -0.721, atom 6 (N): -0.423, atom 7 (Br): 0.191, atom 8 (H): 0.256

=====

Of them, the most stable is run w and the least stable is run x.

=====

Run w
DFT (the ωB97M-V functional and the def2-TZVPD basis) results for a single C6H9N3O2 molecule.

Computed properties:
Net charge ... 0
Gap between HOMO and LUMO ... 9.49 eV
M ... 155.2 g mol⁻¹

Bonds (Å) are listed after each position.
CARTESIAN COORDINATES (ANGSTROEM)
1 N 2.674 1.318 0.039  C2 1.479, H12 1.009, H13 1.128
2 C 1.546 0.389 0.265  N1 1.479, C3 1.563, C9 1.523, H14 1.137
3 C 0.238 0.931 -0.396  C2 1.563, C4 1.487, H15 1.184, H16 1.188
4 C -1.086 0.296 -0.157  C3 1.487, C5 1.385, N8 1.380
5 C -2.381 0.783 -0.223  C4 1.385, N6 1.322, H17 1.081
6 N -3.087 -0.321 -0.047  C5 1.322, C7 1.341, H18 1.069
7 C -2.297 -1.366 0.244  N6 1.341, N8 1.289, H19 1.114
8 N -1.054 -1.025 0.237  C4 1.380, C7 1.289
9 C 2.028 -1.014 -0.082  C2 1.523, O10 1.205, O11 1.315
10 O 3.182 -1.351 0.002  C9 1.205
11 O 1.147 -1.864 -0.562  C9 1.315, H20 1.003
12 H 2.871 1.793 0.908  N1 1.009
13 H 3.531 0.621 -0.186  N1 1.128
14 H 1.352 0.347 1.384  C2 1.137
15 H 0.555 0.936 -1.537  C3 1.184
16 H 0.112 2.017 0.068  C3 1.188
17 H -2.779 1.764 -0.439  C5 1.081
18 H -4.153 -0.345 -0.127  N6 1.069
19 H -2.683 -2.290 0.731  C7 1.114
20 H 0.281 -1.619 -0.119  O11 1.003

These are the natural (NBO) partial charges, in e, on atoms 1 to 8: atom 1 (N): -0.848, atom 2 (C): -0.167, atom 3 (C): -0.437, atom 4 (C): 0.101, atom 5 (C): -0.103, atom 6 (N): -0.496, atom 7 (C): 0.191, atom 8 (N): -0.506

=====

Run x
DFT (the ωB97M-V functional and the def2-TZVPD basis) results for a single C6H9N3O2 molecule.

Computed properties:
Net charge ... 0
Gap between HOMO and LUMO ... 10.09 eV
M ... 155.2 g mol⁻¹

Bonds (Å) are listed after each position.
CARTESIAN COORDINATES (ANGSTROEM)
1 C -2.044 0.845 0.538  N2 1.410, H12 1.112, H13 1.084, H14 1.097
2 N -1.287 -0.314 0.807  C1 1.410, C3 1.396, H15 1.012
3 C -0.203 -0.678 0.005  N2 1.396, N4 1.444, O5 1.491, C9 1.660
4 N -0.380 -2.091 -0.237  C3 1.444, H16 1.048, H17 1.013
5 O -0.149 0.123 -1.252  C3 1.491, C6 1.397
6 C 0.566 1.311 -1.084  O5 1.397, C7 1.518, H18 1.098, H19 1.061
7 C 1.472 1.172 0.126  C6 1.518, O8 1.211, C9 1.499
8 O 2.295 1.903 0.631  C7 1.211
9 C 1.286 -0.240 0.592  C3 1.660, C7 1.499, C10 1.507, H20 1.135
10 C 2.318 -1.221 0.097  C9 1.507, N11 1.152
11 N 3.298 -1.806 -0.060  C10 1.152
12 H -2.237 1.125 -0.521  C1 1.112
13 H -2.976 0.760 1.086  C1 1.084
14 H -1.566 1.742 0.952  C1 1.097
15 H -1.958 -1.069 0.755  N2 1.012
16 H -1.142 -2.320 -0.918  N4 1.048
17 H 0.497 -2.482 -0.559  N4 1.013
18 H -0.160 2.015 -0.655  C6 1.098
19 H 0.927 1.738 -1.986  C6 1.061
20 H 1.445 -0.514 1.682  C9 1.135

These are the natural (NBO) partial charges, in e, on atoms 1 to 8: atom 1 (C): -0.422, atom 2 (N): -0.645, atom 3 (C): 0.585, atom 4 (N): -0.843, atom 5 (O): -0.555, atom 6 (C): -0.188, atom 7 (C): 0.571, atom 8 (O): -0.477

=====

Of them, the most stable is run w and the least stable is run x.